(1)
Molecular formula: C32H88Cl2N12O7P5S
Method: DFT, ωB97M-V/def2-TZVPD

Total energy   -149127.1579 eV
Highest occupied orbital energy   -8.763 eV
Total charge   +1
F_max   7.260 eV Å⁻¹

Geometry (Å):
C (-3.0337, 8.7088, 3.7583)
C (-3.3222, 9.8878, 2.7139)
O (-3.0757, 9.6371, 1.5030)
O (-3.7901, 11.1868, 3.0749)
C (-5.2280, 11.3018, 2.8627)
C (-6.0996, 10.4367, 3.8976)
S (-7.6790, 9.7439, 3.1267)
C (-9.0489, 10.2347, 4.2772)
Cl (-8.9297, 9.2559, 5.8448)
C (-10.5305, 10.1245, 3.6715)
C (-10.6490, 9.4012, 2.2510)
Cl (-11.2792, 11.7954, 3.6898)
P (-7.6061, 7.5743, 3.2069)
C (-6.4495, 7.1212, 1.7571)
O (-6.8270, 7.0464, 4.6336)
H (-3.9934, 8.1065, 3.9414)
H (-2.1981, 8.0054, 3.4249)
H (-2.7859, 9.2189, 4.7600)
H (-5.5142, 11.1330, 1.7584)
H (-5.4705, 12.4080, 3.0822)
H (-6.4380, 11.1477, 4.7283)
H (-5.5341, 9.5763, 4.3870)
H (-8.8534, 11.3283, 4.5784)
H (-11.1437, 9.4853, 4.4101)
H (-11.7181, 9.6201, 1.8703)
H (-9.9486, 9.7936, 1.4444)
H (-10.6184, 8.2528, 2.3660)
H (-5.4252, 7.5763, 2.0283)
H (-6.8742, 7.6294, 0.8184)
H (-6.4083, 5.9670, 1.6660)
H (-7.4966, 6.6415, 5.2413)
O (-5.9414, 3.6151, 1.3304)
P (-5.5975, 2.1118, 1.3935)
N (-4.3456, 2.2970, 2.5090)
C (-2.9336, 2.5078, 2.3163)
C (-4.7438, 2.5531, 3.8889)
N (-5.1804, 2.0247, -0.2761)
C (-3.8390, 1.9990, -0.8277)
C (-6.0075, 2.8587, -1.1588)
N (-5.2779, 0.3771, 1.4795)
C (-4.0517, -0.3510, 1.7488)
C (-6.3093, -0.4549, 0.8618)
H (-2.3689, 1.9135, 3.0436)
H (-2.6510, 3.5618, 2.4365)
H (-2.5715, 2.1805, 1.3477)
H (-4.9804, 1.6077, 4.3918)
H (-5.6343, 3.1887, 3.9323)
H (-3.9673, 3.0577, 4.4671)
H (-3.2725, 2.8974, -0.5634)
H (-3.8596, 1.9460, -1.9207)
H (-3.2880, 1.1078, -0.5315)
H (-5.6577, 3.9032, -1.1823)
H (-7.0508, 2.8537, -0.8389)
H (-6.0003, 2.4725, -2.1833)
H (-3.2000, -0.0123, 1.1574)
H (-4.1527, -1.4183, 1.5266)
H (-3.7818, -0.2896, 2.8052)
H (-6.0935, -0.6330, -0.1984)
H (-7.2859, 0.0346, 0.9281)
H (-6.4127, -1.4178, 1.3702)
O (-0.7345, -0.2155, 2.3368)
P (0.7719, -0.5099, 2.1902)
N (0.6269, -1.2437, 0.6751)
C (0.4205, -2.6265, 0.3109)
C (0.4042, -0.3507, -0.4572)
N (0.8178, -1.5402, 3.5718)
C (0.8430, -2.9903, 3.5637)
C (-0.0496, -1.1176, 4.6800)
N (2.5146, -0.7655, 2.0394)
C (3.2690, -1.7849, 1.3427)
C (3.3131, -0.0479, 3.0315)
H (1.0356, -2.8799, -0.5602)
H (-0.6281, -2.8340, 0.0641)
H (0.7217, -3.3315, 1.0786)
H (1.3608, 0.0565, -0.8065)
H (-0.2370, 0.4913, -0.1768)
H (-0.0789, -0.8482, -1.3003)
H (-0.0414, -3.4105, 3.0746)
H (0.8657, -3.3933, 4.5810)
H (1.7482, -3.3847, 3.1045)
H (-1.0903, -1.4487, 4.5356)
H (-0.0473, -0.0316, 4.7877)
H (0.3082, -1.5200, 5.6336)
H (2.9296, -2.8012, 1.5502)
H (4.3280, -1.7693, 1.6202)
H (3.2398, -1.6270, 0.2621)
H (3.4672, -0.6547, 3.9319)
H (2.8093, 0.8762, 3.3316)
H (4.2872, 0.2486, 2.6316)
O (1.8871, -5.5170, -1.6113)
P (2.2139, -7.0210, -1.5358)
N (3.4570, -6.8391, -0.4039)
C (4.8763, -6.6383, -0.5826)
C (3.0453, -6.5713, 0.9701)
N (2.6579, -7.1210, -3.1982)
C (4.0076, -7.1639, -3.7253)
C (1.8552, -6.2818, -4.0984)
N (2.5052, -8.7619, -1.4347)
C (3.7085, -9.5083, -1.1415)
C (1.4702, -9.5796, -2.0647)
H (5.4336, -7.2300, 0.1537)
H (5.1604, -5.5855, -0.4643)
H (5.2473, -6.9709, -1.5464)
H (2.7958, -7.5118, 1.4763)
H (2.1592, -5.9288, 0.9994)
H (3.8190, -6.0687, 1.5539)
H (4.5787, -6.2701, -3.4537)
H (4.0090, -7.2218, -4.8184)
H (4.5435, -8.0599, -3.4159)
H (2.2168, -5.2413, -4.1203)
H (0.8068, -6.2737, -3.7962)
H (1.8755, -6.6727, -5.1212)
H (4.5759, -9.1885, -1.7213)
H (3.5898, -10.5746, -1.3596)
H (3.9621, -9.4455, -0.0806)
H (1.7000, -9.7678, -3.1204)
H (0.5013, -9.0728, -2.0172)
H (1.3417, -10.5377, -1.5526)
O (7.6628, -4.2614, -3.2521)
P (7.2674, -3.4793, -4.5195)
N (8.7445, -3.7331, -5.3020)
C (9.9574, -2.9503, -5.3078)
C (8.9633, -5.0673, -5.8519)
N (7.0585, -1.9931, -3.6695)
C (7.9905, -0.8829, -3.6350)
C (6.4848, -2.1330, -2.3237)
N (6.7563, -2.6241, -5.9803)
C (7.5148, -1.8754, -6.9573)
C (5.3232, -2.3424, -6.0381)
H (10.3860, -2.9318, -6.3172)
H (10.7108, -3.3554, -4.6213)
H (9.8061, -1.9073, -5.0495)
H (8.4891, -5.1481, -6.8377)
H (8.5295, -5.8370, -5.2063)
H (10.0213, -5.3105, -5.9654)
H (8.9587, -1.1763, -3.2173)
H (7.6114, -0.0645, -3.0149)
H (8.1274, -0.4285, -4.6151)
H (7.2514, -2.3901, -1.5757)
H (5.7142, -2.9057, -2.3042)
H (5.9956, -1.2053, -2.0075)
H (8.1949, -1.1433, -6.5184)
H (6.8644, -1.3034, -7.6269)
H (8.0952, -2.5417, -7.5999)
H (5.0902, -1.3711, -5.5849)
H (4.7608, -3.1093, -5.4962)
H (4.9480, -2.3543, -7.0658)



(2)
Molecular formula: C32H88Cl8N12O4P4
Method: DFT, ωB97M-V/def2-TZVPD

Total energy   -198019.7046 eV
Highest occupied orbital energy   -8.204 eV
Total charge   0
F_max   3.428 eV Å⁻¹
SMILES string   CN(C)P(=O)(N(C)C)N(C)C.CN(C)P(=O)(N(C)C)N(C)C.CN(C)P(=O)(N(C)C)N(C)C.CN(C)P(=O)(N(C)C)N(C)C.ClCCCl.ClCCCl.ClCCCl.ClCCCl

Geometry (Å):
C (-16.6023, -2.4583, -12.5663)
N (-15.6341, -1.7928, -13.5191)
C (-16.1825, -1.1516, -14.7055)
P (-13.9832, -2.2511, -13.4545)
O (-13.6165, -3.0398, -14.6690)
N (-13.0267, -0.8574, -13.3478)
C (-13.4957, 0.5544, -13.2726)
C (-11.5738, -0.9989, -13.6151)
N (-13.8591, -2.9250, -11.8514)
C (-14.0602, -2.1581, -10.5340)
C (-13.6619, -4.3906, -11.5898)
H (-16.8494, -3.4635, -12.9062)
H (-17.5055, -1.8454, -12.5636)
H (-16.3070, -2.3957, -11.5210)
H (-16.8019, -0.3109, -14.3818)
H (-16.8486, -1.7990, -15.2770)
H (-15.4156, -0.6202, -15.2679)
H (-14.2574, 0.7205, -14.0364)
H (-13.9677, 0.9223, -12.3607)
H (-12.6917, 1.2372, -13.5458)
H (-11.2679, -0.4819, -14.5260)
H (-10.9842, -0.6613, -12.7624)
H (-11.2755, -2.0216, -13.8459)
H (-14.9093, -2.6027, -10.0138)
H (-13.1557, -2.1862, -9.9290)
H (-14.3852, -1.2032, -10.9467)
H (-13.1706, -4.8877, -12.4237)
H (-14.6417, -4.7659, -11.2830)
H (-13.1718, -4.5953, -10.6361)
C (-24.0210, -1.2483, -8.3629)
N (-24.6302, -0.1417, -9.0517)
C (-26.0684, -0.1871, -8.8718)
P (-23.6605, 1.2309, -9.4387)
O (-22.2629, 0.8820, -9.9576)
N (-24.6809, 2.0849, -10.5400)
C (-24.9582, 1.6269, -11.9409)
C (-25.3756, 3.3135, -10.1460)
N (-23.7337, 2.1202, -7.9377)
C (-23.8202, 1.4457, -6.6529)
C (-22.8070, 3.3107, -7.9277)
H (-23.1490, -1.6322, -8.8934)
H (-24.6662, -2.1246, -8.2911)
H (-23.7771, -0.9930, -7.3305)
H (-26.3053, -0.6113, -7.8951)
H (-26.4930, -0.7852, -9.6782)
H (-26.4903, 0.8158, -8.7944)
H (-24.3112, 2.2153, -12.5939)
H (-24.7939, 0.5554, -12.0471)
H (-25.9406, 1.8936, -12.3314)
H (-25.9075, 3.5825, -11.0592)
H (-26.0181, 3.2844, -9.2671)
H (-24.6791, 4.1513, -10.0797)
H (-24.6925, 0.8251, -6.4534)
H (-22.8514, 1.0234, -6.3812)
H (-24.0007, 2.2423, -5.9279)
H (-22.9871, 3.8997, -7.0296)
H (-23.0306, 3.9041, -8.8141)
H (-21.7766, 2.9734, -8.0460)
C (-26.5456, 6.9358, -14.9199)
N (-25.7126, 6.0128, -15.7089)
C (-26.4465, 4.8656, -16.2807)
P (-23.9888, 6.2100, -15.9885)
O (-23.3634, 7.3780, -15.3083)
N (-23.3265, 4.6701, -15.6690)
C (-22.0786, 4.2343, -16.3323)
C (-23.5140, 4.2825, -14.2878)
N (-23.8901, 6.3975, -17.6655)
C (-23.4014, 7.7428, -18.2227)
C (-24.2038, 5.3615, -18.6088)
H (-26.0710, 7.9113, -14.8102)
H (-26.6332, 6.5350, -13.9086)
H (-27.5144, 7.1592, -15.3666)
H (-25.8513, 3.9587, -16.3800)
H (-27.0347, 5.0492, -17.1815)
H (-27.2146, 4.6488, -15.5351)
H (-21.9229, 3.1680, -16.1664)
H (-22.1661, 4.3733, -17.4091)
H (-21.2157, 4.7904, -15.9631)
H (-23.1096, 5.0759, -13.6507)
H (-24.5176, 4.4071, -13.8769)
H (-23.0079, 3.3715, -13.9721)
H (-23.2663, 7.6631, -19.3014)
H (-24.2130, 8.4690, -18.1568)
H (-22.5261, 8.1463, -17.7174)
H (-24.3793, 4.4468, -18.0403)
H (-23.3342, 5.2324, -19.2525)
H (-25.2100, 5.5204, -19.0007)
C (-19.9489, -6.8721, -14.0699)
N (-19.2125, -5.7166, -14.6193)
C (-19.5547, -4.4512, -13.9732)
P (-18.7810, -5.4858, -16.2759)
O (-19.5583, -4.4004, -16.9626)
N (-17.0657, -5.2676, -16.2871)
C (-16.4946, -4.3420, -17.2822)
C (-16.1887, -5.5580, -15.1823)
N (-19.0003, -7.0495, -16.9238)
C (-18.0441, -8.1327, -16.6644)
C (-20.0877, -7.3212, -17.8782)
H (-21.0004, -6.9643, -14.3534)
H (-20.0268, -6.6262, -13.0106)
H (-19.4637, -7.8152, -14.3144)
H (-19.8266, -4.6179, -12.9316)
H (-20.4346, -4.1441, -14.5436)
H (-18.8708, -3.6176, -14.1334)
H (-15.6824, -3.7666, -16.8371)
H (-16.1435, -4.9253, -18.1342)
H (-17.2117, -3.5951, -17.6234)
H (-15.1901, -5.5958, -15.6177)
H (-16.2267, -4.7880, -14.4108)
H (-16.4580, -6.5448, -14.8062)
H (-18.3874, -8.7999, -15.8704)
H (-17.9771, -8.7524, -17.5587)
H (-17.0655, -7.7914, -16.3310)
H (-19.8762, -8.1817, -18.5141)
H (-20.1543, -6.4919, -18.5828)
H (-21.0791, -7.5040, -17.4614)
Cl (-22.0884, -2.2252, -12.6823)
C (-20.8159, -1.0614, -12.4582)
C (-21.0433, 0.3006, -13.2039)
Cl (-20.6285, 0.2506, -14.9526)
H (-19.8509, -1.4630, -12.7656)
H (-20.8383, -0.9688, -11.3729)
H (-20.4170, 1.0424, -12.7095)
H (-22.0617, 0.6838, -13.1648)
Cl (-25.4089, -6.0125, -14.2490)
C (-24.4821, -4.7060, -13.4850)
C (-25.2704, -3.7421, -12.6233)
Cl (-25.5398, -4.3066, -10.9665)
H (-24.1418, -4.1656, -14.3706)
H (-23.4860, -5.0143, -13.1673)
H (-26.2738, -3.6156, -13.0290)
H (-24.7890, -2.7818, -12.8081)
Cl (-17.5221, -0.5373, -18.7679)
C (-18.8858, 0.4577, -18.0224)
C (-18.6825, 1.9566, -18.1867)
Cl (-18.7890, 2.3856, -19.8953)
H (-18.9083, 0.2233, -16.9580)
H (-19.8438, 0.0670, -18.3619)
H (-17.8633, 2.4878, -17.7057)
H (-19.5836, 2.3645, -17.7249)
Cl (-20.3764, 3.8368, -12.8719)
C (-18.6911, 4.2451, -12.7859)
C (-18.2319, 4.3548, -11.3662)
Cl (-18.1651, 2.7037, -10.6755)
H (-18.5474, 5.1663, -13.3506)
H (-18.1203, 3.4662, -13.2910)
H (-18.8609, 4.9441, -10.7018)
H (-17.1945, 4.6880, -11.3764)



Respective LUMO values: -0.120, 0.010 hartree.